DFT (ωB97M-V/def2-TZVPD) results for C42H54N10OPbSbSi3 as an isolated structure.

Geometry as ORCA input:
```
! wB97M-V def2-TZVPD RIJCOSX def2/J DEFGRID3
* xyz 3 1
Pb 0.2233 -0.3798 -0.7208
C 3.8169 -5.1714 -0.2574
N 3.1942 -3.8408 -0.4558
C 1.9514 -3.4395 -0.2285
N 1.8613 -2.1392 -0.5237
C 3.1275 -1.8113 -0.9474
N 3.9583 -2.8153 -0.9130
C 2.9012 -6.3267 -0.5790
C 2.9985 -7.4890 0.1760
C 2.2483 -8.6071 -0.1601
C 1.3717 -8.5649 -1.2347
C 1.2632 -7.3998 -1.9843
C 2.0362 -6.2878 -1.6658
C 0.3193 -7.3349 -3.1062
N 0.1081 -8.1900 -4.0389
N -0.9013 -7.6486 -4.8474
C -1.2102 -6.5165 -4.3284
O -0.4793 -6.2362 -3.2192
C -2.2463 -5.5735 -4.7518
C -2.7271 -5.6059 -6.0573
C -3.7351 -4.7328 -6.4332
C -4.2597 -3.8267 -5.5192
C -3.7852 -3.7990 -4.2146
C -4.4505 -2.8903 -3.2074
N -3.5129 -2.3825 -2.1736
C -2.2724 -1.9422 -2.3223
N -1.7856 -1.6102 -1.1241
C -2.8188 -1.8902 -0.2676
N -3.8807 -2.3543 -0.8667
C -2.7788 -4.6772 -3.8330
H 4.1701 -5.2345 0.7687
H 4.6894 -5.1700 -0.9018
H 1.1553 -4.0840 0.1271
H 3.4197 -0.8238 -1.2875
H 3.6827 -7.5347 1.0190
H 2.3491 -9.5178 0.4182
H 0.7664 -9.4266 -1.4932
H 1.9799 -5.4091 -2.3029
H -2.3087 -6.3179 -6.7598
H -4.1202 -4.7580 -7.4462
H -5.0564 -3.1546 -5.8238
H -5.2217 -3.4201 -2.6580
H -4.9153 -2.0402 -3.6969
H -1.7588 -1.8693 -3.2734
H -2.7579 -1.7570 0.7982
H -2.4217 -4.7096 -2.8078
C -3.1825 0.1172 2.9013
Sb -1.6210 1.3228 2.1109
C 0.0013 -0.0222 1.6474
C 0.9736 1.0103 2.0806
C 2.3341 1.0665 1.8073
C 3.0897 2.0916 2.3611
C 2.4864 3.0435 3.1779
C 1.1287 2.9594 3.3996
N 0.4114 1.9596 2.8614
Si 0.1907 -1.4436 2.9824
C 1.9914 -1.8834 3.0107
C -0.7813 -2.9605 2.5391
C -0.2265 -0.7738 4.6717
C -2.3828 3.2340 1.5575
C -1.2234 3.7975 0.7637
C -1.0938 5.1610 0.5190
C -0.0413 5.6150 -0.2573
C 0.8559 4.7029 -0.7918
C 0.6634 3.3649 -0.5063
N -0.3468 2.9157 0.2530
Si -3.8005 2.8298 0.2721
C -3.1719 1.3459 -0.6920
C -5.3656 2.3440 1.1311
C -3.9738 4.2674 -0.8621
Si -2.9943 4.2847 3.0942
C -1.5307 5.0364 3.9487
C -3.8417 3.1408 4.2903
C -4.1560 5.5891 2.4800
H -2.7670 -0.6362 3.5625
H -3.6411 -0.3581 2.0271
H -3.9163 0.7233 3.4219
H 2.7926 0.3097 1.1777
H 4.1539 2.1505 2.1614
H 3.0586 3.8392 3.6367
H 0.6030 3.6753 4.0124
H 2.3752 -2.2220 2.0406
H 2.1191 -2.7072 3.7247
H 2.6135 -1.0549 3.3603
H -0.6751 -3.2362 1.4852
H -1.8464 -2.9026 2.7863
H -0.3756 -3.7882 3.1359
H 0.4212 0.0758 4.9149
H -0.0176 -1.5530 5.4152
H -1.2622 -0.4669 4.8253
H -1.8129 5.8632 0.9232
H 0.0807 6.6768 -0.4422
H 1.6865 5.0218 -1.4085
H 1.3449 2.6149 -0.8958
H -3.0917 0.4403 -0.0590
H -2.1969 1.5540 -1.1480
H -3.8738 1.0948 -1.4977
H -5.2862 1.3738 1.6316
H -6.1623 2.2606 0.3819
H -5.6950 3.0857 1.8645
H -3.0555 4.4486 -1.4276
H -4.2455 5.1923 -0.3427
H -4.7736 4.0505 -1.5807
H -1.1158 4.3487 4.6940
H -1.8673 5.9254 4.4954
H -0.7367 5.3594 3.2677
H -3.1393 2.4460 4.7710
H -4.6660 2.5764 3.8461
H -4.2714 3.7496 5.0966
H -3.6529 6.3751 1.9098
H -4.6039 6.0706 3.3584
H -4.9746 5.1938 1.8726
*
```

The calculation puts the LUMO energy at -9.004 eV. For the HOMO energy, the calculation gives -14.42 eV. The calculation puts the energy at -96775.1669 eV. For the frontier orbital gap, the calculation gives 5.42 eV.

Mulliken population analysis, charges in e, atoms 1 to 6: Pb 1.5600; C -1.0267; N 0.9579; C -0.7486; N 0.0931; C -0.6200

DFT (ωB97M-V/def2-TZVPD) results for a 12-piece molecular cluster, C42H54N12 overall in a non-equilibrium geometry.

Geometry as ORCA input:
```
! wB97M-V def2-TZVPD RIJCOSX def2/J DEFGRID3
* xyz -1 2
C 3.2521 4.5299 1.1804
C 2.6025 4.6779 2.5229
N 2.1353 4.8487 3.5987
H 2.5794 3.9549 0.5440
H 4.1335 3.8968 1.2825
H 3.5401 5.4778 0.7259
C 1.0478 0.3636 -3.6850
C 1.9952 0.1719 -2.6090
N 2.7695 0.0102 -1.7265
H 0.9447 -0.5536 -4.2647
H 1.3721 1.1188 -4.4009
H 0.1399 0.7933 -3.2615
C 0.6550 1.1596 0.6945
C -0.3919 0.2616 0.1886
N -1.2017 -0.3881 -0.2320
H 0.5240 2.1986 0.3923
H 1.5289 0.7156 0.2177
H 0.8232 1.0600 1.7668
N -0.7087 5.1540 -0.3927
C 0.1625 5.0978 -1.4897
C -0.1113 3.8606 -2.1214
C -1.0847 3.2680 -1.3335
C -1.4994 4.0688 -0.3187
H -0.7535 5.9841 0.1809
H 0.8170 5.9173 -1.7474
H 0.3281 3.5061 -3.0421
H -1.5219 2.3134 -1.5866
H -2.2322 3.9567 0.4667
N 3.1535 -0.5357 4.1543
C 2.0207 -0.9978 4.7728
C 1.0982 0.0004 4.8811
C 1.7691 1.1750 4.4819
C 3.0297 0.8335 3.9994
H 3.9987 -1.0783 4.0474
H 2.0100 -2.0599 4.9686
H 0.0785 -0.1910 5.1813
H 1.3127 2.1427 4.3346
H 3.8565 1.3869 3.5791
N -3.0547 3.6623 3.6946
C -1.8911 4.1573 3.1512
C -0.9897 3.1454 2.8555
C -1.6584 2.0155 3.2467
C -2.9332 2.2969 3.7438
H -3.9454 4.0790 3.9252
H -1.8759 5.2032 2.8825
H -0.0233 3.1823 2.3747
H -1.2944 1.0122 3.0816
H -3.6843 1.6943 4.2327
N -4.4676 1.9334 0.6643
C -5.6457 2.6083 0.5386
C -6.4355 1.9554 -0.4774
C -5.6358 0.9073 -0.9558
C -4.5245 0.8545 -0.1465
H -3.7233 2.2065 1.2900
H -5.8501 3.4741 1.1510
H -7.4259 2.2697 -0.7719
H -5.8577 0.1089 -1.6483
H -3.6905 0.1791 -0.0250
N -2.8805 -0.8850 -2.7263
C -2.4530 -0.4628 -3.9294
C -3.0172 -1.2825 -4.8821
C -3.7268 -2.2637 -4.2316
C -3.6931 -1.9610 -2.8476
H -2.5176 -0.4789 -1.8757
H -1.7845 0.3848 -3.9628
H -2.9690 -1.1994 -5.9578
H -4.2643 -3.0496 -4.7413
H -4.0842 -2.3741 -1.9296
N 5.3768 0.6289 -0.7881
C 6.6584 0.6166 -1.2829
C 7.4328 1.2044 -0.2975
C 6.5335 1.7434 0.6775
C 5.2539 1.3435 0.3542
H 4.5634 0.2742 -1.2705
H 6.8442 0.2143 -2.2678
H 8.5061 1.2706 -0.3975
H 6.8646 2.3644 1.4967
H 4.2625 1.5124 0.7477
N -2.0722 -4.3342 -0.5724
C -2.3873 -5.5770 -0.2346
C -3.5513 -5.6097 0.5414
C -3.8900 -4.2412 0.7682
C -2.9112 -3.4892 0.1003
H -1.3047 -4.0893 -1.1816
H -1.8284 -6.4198 -0.6136
H -4.1325 -6.4665 0.8486
H -4.8240 -3.8984 1.1884
H -2.8491 -2.4123 0.0476
N 2.9103 -4.7389 1.1430
C 1.9401 -3.9395 1.6959
C 2.2272 -2.6195 1.3488
C 3.4069 -2.6623 0.5427
C 3.6839 -3.9962 0.2769
H 2.9295 -5.7485 1.1254
H 1.1367 -4.3745 2.2718
H 1.7402 -1.6921 1.6118
H 3.9683 -1.8447 0.1152
H 4.4369 -4.3411 -0.4162
N -0.5990 -3.2096 -3.4226
C 0.2112 -3.0296 -2.3081
C 0.9091 -4.1941 -2.1028
C 0.3684 -5.1623 -2.9734
C -0.4911 -4.5378 -3.7773
H -1.0814 -2.4459 -3.8743
H 0.3155 -2.0840 -1.7967
H 1.6279 -4.3739 -1.3171
H 0.6266 -6.2101 -3.0180
H -0.9883 -4.9038 -4.6634
*
```

The calculation puts the LUMO energy (alpha / beta) at 2.164 / 2.070 eV. For the HOMO energy (alpha / beta), the calculation gives 0.40 / -5.88 eV. The calculation puts the energy at -62306.2673 eV. For the frontier orbital gap (alpha / beta), the calculation gives 1.77 / 7.95 eV. As for the expectation value of S²: 0.75.

Mulliken population analysis, charges in e, atoms 1 to 6: C -0.2148; C 0.3067; N -0.4795; H -0.0741; H -0.0883; H 0.5241

DFT (ωB97M-V/def2-TZVPD) results for C42H54N12O8S2Zn2 as an isolated structure in a non-equilibrium geometry.

Geometry as ORCA input:
```
! wB97M-V def2-TZVPD RIJCOSX def2/J DEFGRID3
* xyz 0 1
Zn -0.0870 0.0209 0.4860
Zn -2.3130 3.6237 0.2274
S 0.6500 2.4148 0.8216
O 0.5230 1.3561 1.8097
O 0.6443 1.5841 -0.3300
O -0.5826 3.1733 0.8000
O 1.8211 3.2085 0.9740
S -2.6837 0.3056 0.3135
O -3.8971 -0.4349 0.2687
O -1.8619 0.0397 1.4893
O -1.6838 -0.1381 -0.6590
O -2.8401 1.7687 0.1819
C -1.1292 1.3874 -3.6050
C -1.5564 2.5280 -2.7017
N -1.8866 3.3815 -1.9828
H -1.9747 1.1765 -4.2598
H -0.7301 0.4779 -3.1560
H -0.3203 1.6295 -4.2944
C -0.6525 2.8979 4.5131
C 0.4268 3.7552 3.9914
N 1.2803 4.4363 3.5969
H -1.3118 2.5215 3.7309
H -1.2700 3.3230 5.3043
H -0.1815 1.9972 4.9069
C 1.0023 -5.5937 1.9070
C 2.3763 -5.6350 1.4441
N 3.4359 -5.7399 1.0167
H 0.4184 -6.4509 1.5718
H 0.5046 -4.7603 1.4110
H 0.9118 -5.3671 2.9693
N 5.0897 -1.3852 -2.3385
C 4.6352 -0.1346 -2.0830
C 3.5492 0.0317 -2.8713
C 3.3425 -1.1218 -3.5862
C 4.3219 -2.0537 -3.2373
H 5.8339 -1.8424 -1.8313
H 5.0390 0.5401 -1.3426
H 3.0087 0.9665 -2.8529
H 2.5458 -1.2140 -4.3096
H 4.5442 -3.0644 -3.5461
N 1.2086 4.9103 -2.7962
C 1.4246 5.5766 -3.9628
C 2.0338 4.7164 -4.8738
C 2.0350 3.4340 -4.3383
C 1.6468 3.6335 -3.0399
H 1.0183 5.2388 -1.8602
H 1.1566 6.6215 -4.0146
H 2.2450 5.0610 -5.8753
H 2.3042 2.5073 -4.8232
H 1.7100 2.8993 -2.2504
N 4.9852 1.9628 1.2688
C 5.3600 0.7887 1.9007
C 6.6231 0.4490 1.3755
C 7.1036 1.5571 0.6975
C 6.0694 2.4616 0.5413
H 4.1051 2.4365 1.4142
H 4.6348 0.3002 2.5346
H 7.1897 -0.4633 1.4901
H 8.0436 1.6197 0.1694
H 5.9862 3.3312 -0.0937
N -5.0332 1.1538 -2.2083
C -5.9546 0.1268 -2.3660
C -6.6596 0.3621 -3.5500
C -6.1982 1.5950 -4.0914
C -5.1937 2.0408 -3.2384
H -4.2829 1.2337 -1.5369
H -5.9599 -0.6187 -1.5846
H -7.4168 -0.3330 -3.8816
H -6.6836 2.0604 -4.9365
H -4.6013 2.9314 -3.3877
N -2.5284 -0.1661 4.0171
C -3.8396 -0.1197 4.4416
C -3.8563 -0.0680 5.8027
C -2.5196 0.0588 6.2573
C -1.7242 -0.1450 5.0960
H -2.3291 -0.1620 3.0269
H -4.6484 -0.0802 3.7270
H -4.6767 -0.0555 6.5050
H -2.2736 0.1462 7.3053
H -0.6494 -0.1274 4.9909
N -3.4818 -3.2407 0.4377
C -3.3467 -4.2359 -0.4466
C -2.6628 -5.2738 0.1721
C -2.4702 -4.9498 1.5007
C -2.9638 -3.6712 1.6752
H -3.7210 -2.2949 0.1762
H -3.5909 -4.1486 -1.4950
H -2.3658 -6.1994 -0.2985
H -1.9573 -5.5837 2.2088
H -2.8402 -2.9278 2.4488
N -3.6918 -1.1062 -4.0920
C -3.3919 -1.5493 -5.3525
C -2.6028 -2.6690 -5.3636
C -2.3098 -2.7718 -4.0242
C -2.9933 -1.8000 -3.2480
H -4.3600 -0.3927 -3.8379
H -3.9649 -1.2119 -6.2035
H -2.2215 -3.3233 -6.1336
H -1.7265 -3.5044 -3.4861
H -2.9910 -1.4900 -2.2134
N 2.0173 -1.1432 -0.7570
C 2.1330 -1.1890 0.6281
C 0.9952 -1.8723 1.1547
C 0.2194 -2.3097 0.0223
C 0.7848 -1.7598 -1.1060
H 2.7435 -0.8012 -1.3700
H 3.0326 -0.8579 1.1256
H 0.7999 -2.1832 2.1703
H -0.7108 -2.8341 0.1841
H 0.5702 -1.8129 -2.1631
N 2.3754 1.2933 4.0773
C 2.2676 -0.0956 4.1865
C 2.8839 -0.4885 5.4003
C 3.4471 0.6933 5.9110
C 3.1909 1.7653 5.0576
H 2.0432 1.8747 3.3212
H 1.7723 -0.7500 3.4846
H 3.0020 -1.4962 5.7704
H 3.9522 0.9907 6.8181
H 3.3375 2.8353 5.0583
*
```

The calculation puts the LUMO energy at -3.698 eV. For the HOMO energy, the calculation gives -7.81 eV. The calculation puts the energy at -197194.1674 eV. For the frontier orbital gap, the calculation gives 4.11 eV. The energy relative to the best compared isomer or geometry (same formula, charge and spin) comes out at 109.4 kJ/mol.

Mulliken population analysis, charges in e, atoms 1 to 6: Zn 3.9805; Zn 0.9799; S 1.0189; O -0.9679; O -0.8920; O -0.3052